{"formula": "C26H26BrN8O8P2S2W", "method": "ωB97M-V/def2-TZVPD", "elements": ["W", "C", "C", "N", "N", "C", "N", "S", "C", "C", "C", "C", "C", "N", "H", "H", "H", "H", "H", "H", "H", "H", "H", "H", "C", "C", "O", "P", "O", "O", "O", "P", "O", "O", "O", "H", "H", "H", "H", "H", "H", "H", "Br", "C", "C", "C", "C", "C", "C", "N", "N", "C", "C", "C", "C", "O", "C", "N", "C", "C", "C", "C", "H", "H", "H", "H", "H", "H", "H", "H", "H", "S", "C", "N"], "positions_angstrom": [[-1.275, 0.377, 0.474], [-2.063, 0.644, -3.931], [-2.206, 0.568, -2.443], [-1.143, 0.231, -1.633], [0.005, -0.088, -2.365], [1.217, 0.324, -1.968], [2.281, 0.058, -2.730], [1.321, 1.131, -0.483], [-3.399, 0.803, -1.762], [-4.646, 1.011, -2.408], [-5.775, 1.197, -1.672], [-5.667, 1.192, -0.268], [-4.448, 0.963, 0.311], [-3.292, 0.779, -0.372], [-1.130, 1.143, -4.192], [-2.879, 1.220, -4.353], [-2.086, -0.348, -4.391], [-0.140, -0.595, -3.234], [2.215, -0.394, -3.628], [3.183, 0.382, -2.429], [-4.688, 0.992, -3.484], [-6.729, 1.338, -2.151], [-6.528, 1.355, 0.356], [-4.377, 0.910, 1.393], [-3.055, 4.395, 1.961], [-1.758, 3.783, 2.446], [-1.113, 4.523, 3.451], [-2.083, 2.153, 3.202], [-3.308, 2.315, 4.167], [-0.932, 1.645, 4.133], [-2.427, 1.167, 2.120], [-0.575, 3.459, 1.051], [0.544, 2.622, 1.894], [-0.028, 4.645, 0.405], [-1.251, 2.367, 0.182], [-3.780, 4.428, 2.772], [-3.446, 3.794, 1.140], [-2.876, 5.407, 1.603], [-0.921, 5.412, 3.114], [-3.081, 2.389, 5.095], [-0.273, 1.120, 3.637], [1.365, 3.117, 1.986], [5.693, -1.948, -4.502], [5.487, -2.481, -2.683], [5.221, -1.507, -1.729], [4.974, -1.878, -0.428], [5.031, -3.237, -0.063], [5.393, -4.194, -1.027], [5.589, -3.824, -2.338], [4.831, -3.658, 1.216], [4.163, -3.080, 2.091], [3.070, -2.320, 2.019], [2.884, -1.406, 3.082], [1.835, -0.527, 3.122], [0.886, -0.558, 2.088], [-0.203, 0.248, 2.005], [0.980, -1.500, 1.060], [-0.061, -1.447, 0.139], [-0.072, -2.447, -0.789], [0.891, -3.420, -0.858], [1.985, -3.413, 0.012], [2.052, -2.433, 0.997], [5.222, -0.463, -2.007], [4.773, -1.130, 0.325], [5.473, -5.226, -0.722], [5.820, -4.561, -3.093], [3.650, -1.379, 3.838], [1.746, 0.199, 3.916], [-0.919, -2.456, -1.466], [0.797, -4.191, -1.601], [2.725, -4.192, -0.056], [-2.597, -1.590, 1.594], [-2.917, -1.833, -0.015], [-3.153, -2.082, -1.124]], "atomic_forces_ev_per_a": [[-1.944, -0.207, -1.049], [-0.052, 0.043, 0.351], [0.864, -0.206, 0.367], [-0.312, 0.196, -1.409], [0.203, 0.346, -0.035], [-0.548, 0.138, 0.406], [0.010, -0.118, -0.129], [-0.077, -0.063, -0.310], [-0.329, 0.064, 0.772], [0.565, -0.142, 0.166], [0.092, 0.084, 0.504], [-0.014, -0.037, -0.530], [0.491, -0.050, 0.548], [-0.907, 0.206, -1.151], [-0.028, 0.016, -0.085], [0.033, -0.001, -0.061], [0.026, -0.049, -0.056], [0.083, 0.111, 0.313], [0.005, 0.037, -0.001], [-0.063, -0.055, 0.022], [-0.024, -0.034, -0.066], [-0.125, 0.042, -0.065], [-0.080, -0.057, 0.117], [0.041, -0.004, -0.325], [-0.167, -0.132, -0.035], [0.381, -0.513, -0.278], [0.177, 0.514, 0.243], [-0.066, -0.263, -0.189], [-0.139, 0.051, -0.276], [0.008, 0.255, 0.343], [-0.025, 0.551, 0.307], [0.438, -0.550, 0.480], [0.104, 0.657, -0.263], [-0.151, 0.461, -0.030], [-0.075, 0.492, -0.135], [-0.073, 0.070, -0.029], [-0.170, 0.072, -0.064], [0.068, 0.020, -0.083], [-0.037, -0.146, 0.043], [0.033, 0.015, 0.446], [-0.276, 0.245, -0.127], [0.042, 0.218, 0.004], [-0.015, -0.097, 0.338], [-0.006, 0.016, -0.278], [0.096, -0.031, -0.256], [0.045, -0.524, 0.307], [-0.336, 1.033, -2.053], [-0.270, 0.244, 0.617], [-0.020, 0.312, -0.329], [0.700, -0.413, 1.741], [1.307, -2.302, 0.680], [-1.807, 2.332, -0.298], [0.978, -1.211, -1.017], [-1.808, 0.677, -1.176], [0.381, -0.041, 0.806], [2.549, -1.377, 1.769], [-0.284, -0.469, -0.536], [1.302, -1.736, -0.042], [-0.999, 2.081, 0.933], [1.592, -0.566, 0.681], [-1.122, -0.217, -0.793], [-0.186, 0.774, 0.786], [0.051, 0.062, -0.033], [-0.033, 0.069, 0.030], [0.051, -0.120, 0.038], [0.030, -0.013, -0.004], [0.078, -0.076, 0.165], [0.001, 0.040, 0.135], [0.080, 0.119, 0.073], [-0.036, -0.125, -0.124], [0.061, -0.074, -0.022], [0.397, 0.843, -0.311], [-0.816, -1.494, -0.576], [0.054, 0.010, 0.099]], "lowdin_charge": [1.6498, -0.0038, -0.2446, -0.1427, -0.0322, -0.7560, 0.1416, 0.8742, -0.2302, 0.0063, -0.0341, -0.0304, -0.1313, -0.0607, 0.0923, 0.0804, 0.1021, 0.1543, 0.1200, 0.0846, 0.1099, 0.1163, 0.1114, 0.1009, -0.0406, -0.5971, -0.0321, 0.5531, -0.0383, -0.0661, -0.4629, 0.3769, -0.2136, -0.2281, -0.4645, 0.0891, 0.0842, 0.1017, 0.1204, 0.1131, 0.0609, 0.1048, 0.7445, -0.6696, -0.1404, -0.0064, -0.3010, -0.0059, -0.1075, 0.0967, 0.0901, -0.2189, 0.0181, 0.0349, -0.3075, -0.3974, -0.1913, -0.0737, -0.1012, -0.0014, 0.0499, -0.0653, 0.0947, 0.1219, 0.1225, 0.1096, 0.1245, 0.1273, 0.0919, 0.1185, 0.1153, 0.7547, -0.8757, 0.1094], "energy_ha": -6166.54388, "orbital_gap_ha": [0.1682, 0.2153], "multiplicity": 3, "e_above_lowest_kj_mol": 256.8, "charge": 1, "homo_energy_ev": [-8.90, -10.15]}